#P
The following is a quantum chemistry calculation of a molecular structure, C3H5N3O, from the OMol25 dataset.

Each line ends with the natural charge from an NBO analysis.
Geometry (Å):
N (2.026, -0.050, 0.099)  -0.803
C (0.742, -0.170, -0.136)  0.463
C (0.128, 1.122, 0.052)  -0.428
N (-1.252, 0.734, 0.307)  -0.618
C (-1.473, -0.593, 0.081)  0.773
O (-2.480, -1.254, 0.189)  -0.613
N (-0.185, -1.140, -0.291)  -0.621
H (2.720, -0.698, -0.266)  0.386
H (1.589, 1.135, 0.490)  0.408
H (0.219, 1.726, -0.860)  0.211
H (-2.023, 1.344, 0.526)  0.420
H (-0.037, -2.136, -0.205)  0.423

## Properties
- Kohn-Sham gap (Ha) = 0.331

#Q
The following is a quantum chemistry calculation of a single C3H5N3O molecule, from the OMol25 dataset.

Each line ends with the natural charge from an NBO analysis.
Geometry (Å):
N (-1.983, -0.548, 0.693)  -0.769
C (-0.702, -0.202, 0.486)  0.650
N (0.307, -0.688, 1.237)  -0.636
C (1.470, -0.122, 0.852)  0.072
O (1.648, -0.325, -1.332)  -0.701
C (1.126, 0.659, -0.441)  0.096
N (-0.320, 0.656, -0.471)  -0.611
H (-2.121, -1.344, 1.298)  0.421
H (-2.667, -0.408, -0.033)  0.398
H (2.532, -0.522, -0.971)  0.492
H (1.521, 1.653, -0.682)  0.176
H (-0.930, 1.224, -1.039)  0.414

## Properties
- Kohn-Sham gap (Ha) = 0.303

Short version: #Q is the least stable of them.

#P
The following is a quantum chemistry calculation of a single C3H5N3O molecule, from the OMol25 dataset.

Each line ends with the natural charge from an NBO analysis.
Geometry (Å):
C (2.044, -0.155, -0.029)  -0.676
C (0.553, -0.284, -0.056)  0.533
N (-0.115, -1.362, -0.197)  -0.346
N (-1.479, -1.353, 0.129)  -0.275
C (-2.026, -0.209, 0.057)  0.200
N (-1.305, 0.966, -0.345)  -0.355
O (-0.009, 0.937, 0.243)  -0.378
H (2.313, 0.260, 0.984)  0.239
H (2.488, -1.167, -0.159)  0.247
H (2.371, 0.579, -0.780)  0.237
H (-3.117, -0.078, 0.172)  0.192
H (-1.717, 1.867, -0.021)  0.382

## Properties
- Kohn-Sham gap (Ha) = 0.357
- SMILES = CC1=NN=CNO1

#Q
The following is a quantum chemistry calculation of a single C3H5N3O molecule, from the OMol25 dataset.

Each line ends with the natural charge from an NBO analysis.
Geometry (Å):
N (1.319, 1.454, 0.103)  -0.654
C (1.170, -1.002, -0.036)  -0.226
C (0.066, -1.807, 0.041)  -0.228
N (-1.121, -1.044, 0.053)  -0.528
C (-0.775, 0.235, 0.009)  0.640
O (-1.700, 1.201, 0.010)  -0.646
N (0.559, 0.281, -0.080)  -0.248
H (1.486, 1.937, -0.772)  0.354
H (2.212, 1.063, 0.405)  0.394
H (-0.006, -2.885, 0.092)  0.210
H (-2.078, -1.364, 0.089)  0.423
H (-1.277, 2.065, 0.105)  0.508

## Properties
- Kohn-Sham gap (Ha) = 0.311

Short version: #P is the least stable of them.

#P
The following is a quantum chemistry calculation of 2 unconnected molecules or ions with the total composition C4H11NO3, from the OMol25 dataset.

Each line ends with the natural charge from an NBO analysis.
Geometry (Å):
O (-0.204, -1.839, -1.627)  -0.611
C (-0.957, -2.007, -0.462)  0.004
C (-0.648, -0.546, 0.583)  -0.492
C (0.391, 0.447, -0.101)  0.132
C (1.081, 1.417, 0.852)  -0.661
O (1.502, -0.345, -0.687)  -0.662
N (-1.132, -0.232, 2.052)  -0.589
H (-0.534, -2.924, 0.109)  0.186
H (-1.632, -0.148, 0.361)  0.409
H (-0.083, 0.962, -0.995)  0.342
H (0.300, 2.160, 1.199)  0.229
H (1.649, 0.874, 1.600)  0.228
H (1.676, 1.888, 0.024)  0.304
H (1.142, -0.941, -1.381)  0.511
H (-2.093, -0.136, 2.050)  0.336
H (-0.015, -0.982, 1.479)  0.574
H (-1.989, -2.368, -0.550)  0.189
H (0.855, 2.462, -2.724)  0.448
O (0.689, 2.260, -1.783)  -0.877

## Properties
- Kohn-Sham gap (Ha) = 0.164

#Q
The following is a quantum chemistry calculation of a molecular structure, C4H11NO3, from the OMol25 dataset.

Each line ends with the natural charge from an NBO analysis.
Geometry (Å):
C (-0.850, 0.817, 1.067)  -0.030
O (-0.365, 2.080, 1.149)  -0.515
C (0.002, -0.003, 0.017)  -0.110
C (-0.720, -0.286, -1.272)  -0.203
C (-1.845, 0.247, -1.725)  -0.361
O (1.023, -2.753, -1.244)  -0.947
N (0.441, -1.232, 0.561)  -0.470
H (-1.891, 0.773, 0.692)  0.244
H (-0.837, 0.373, 2.069)  0.193
H (2.503, 2.133, 1.596)  0.464
H (0.824, 0.695, -0.176)  0.285
H (-2.115, 0.045, -2.764)  0.215
H (-0.104, -0.938, -1.901)  0.267
H (-2.644, 0.837, -1.240)  0.205
H (0.749, -1.984, -0.229)  0.427
H (1.790, -3.302, -1.450)  0.471
H (1.347, -1.094, 1.024)  0.386
H (0.866, 1.951, 1.758)  0.471
O (1.826, 1.642, 2.069)  -0.991

## Properties
- Kohn-Sham gap (Ha) = 0.190

Short version: #P is the least stable of them.

#P
The following is a quantum chemistry calculation of a single C4H11NO3 molecule, from the OMol25 dataset.

Each line ends with the natural charge from an NBO analysis.
Geometry (Å):
C (0.021, 1.624, 0.400)  -0.679
C (0.125, 0.149, 0.701)  -0.103
C (1.590, -0.674, 0.094)  0.411
O (1.433, -1.515, -0.973)  -0.757
O (2.674, 0.142, -0.173)  -0.702
N (-0.822, -0.763, 0.261)  -0.116
C (-1.502, -0.521, -0.992)  -0.448
O (-1.935, -0.514, 1.491)  -0.675
H (-0.860, 1.987, -0.125)  0.213
H (0.052, 2.232, 1.307)  0.226
H (0.798, 2.111, -0.185)  0.223
H (0.326, -0.020, 1.762)  0.229
H (1.882, -1.212, 1.004)  0.136
H (1.179, -2.447, -0.890)  0.507
H (2.557, 0.542, -1.047)  0.470
H (-0.760, -0.495, -1.791)  0.229
H (-2.219, -1.323, -1.159)  0.218
H (-2.044, 0.432, -1.018)  0.176
H (-2.495, 0.265, 1.331)  0.442

## Properties
- Kohn-Sham gap (Ha) = 0.362
- SMILES = C[C@H](C(O)O)N(C)O

#Q
The following is a quantum chemistry calculation of a single C4H11NO3 molecule, from the OMol25 dataset.

Each line ends with the natural charge from an NBO analysis.
Geometry (Å):
C (-1.719, -1.321, 0.110)  -0.406
N (-0.825, -0.206, 0.338)  -0.458
C (-1.499, 1.071, 0.177)  -0.419
C (0.441, -0.308, -0.371)  0.199
O (0.495, 0.253, -1.642)  -0.737
C (1.492, 0.336, 0.571)  0.349
O (2.402, 1.148, -0.342)  -0.765
O (2.119, -0.569, 1.387)  -0.679
H (-1.212, -2.254, 0.346)  0.198
H (-2.074, -1.369, -0.927)  0.170
H (-2.584, -1.217, 0.766)  0.200
H (-0.802, 1.890, 0.346)  0.195
H (-1.951, 1.190, -0.817)  0.181
H (-2.286, 1.139, 0.929)  0.203
H (0.680, -1.381, -0.476)  0.160
H (0.907, 1.212, -1.503)  0.497
H (1.100, 1.117, 1.224)  0.177
H (2.827, 0.560, -0.977)  0.468
H (2.490, -1.292, 0.863)  0.468

## Properties
- Kohn-Sham gap (Ha) = 0.344
- SMILES = CN(C)[C@@H](O)C(O)O

#R
The following is a quantum chemistry calculation of a single C4H11NO3 molecule, from the OMol25 dataset.

Each line ends with the natural charge from an NBO analysis.
Geometry (Å):
N (1.167, -0.332, 0.868)  -0.868
C (0.173, 0.320, -0.038)  0.039
C (0.963, 1.199, -1.103)  -0.070
O (1.561, 0.418, -2.111)  -0.686
C (-0.893, 1.018, 0.798)  -0.111
O (-1.199, 0.029, 1.868)  -0.791
C (-0.814, -0.801, -0.755)  -0.109
O (-1.100, -1.840, 0.307)  -0.716
H (0.726, -0.341, 1.769)  0.392
H (1.797, 0.598, 0.970)  0.354
H (0.105, 1.925, -1.537)  0.172
H (1.540, 1.863, -0.496)  0.169
H (2.613, 0.287, -1.658)  0.475
H (-1.714, 1.598, 0.250)  0.197
H (-0.299, 1.849, 1.434)  0.159
H (-1.081, -0.926, 1.348)  0.481
H (-1.911, -0.290, -0.850)  0.195
H (-0.610, -1.409, -1.681)  0.218
H (-0.009, -2.109, 0.447)  0.499

## Properties
- Kohn-Sham gap (Ha) = 0.369
- SMILES = NC(CO)(CO)CO

#S
The following is a quantum chemistry calculation of 2 unconnected molecules or ions with the total composition C4H11NO3, from the OMol25 dataset.

Each line ends with the natural charge from an NBO analysis.
Geometry (Å):
C (0.140, 1.753, 0.637)  -0.418
N (-0.108, 0.290, 0.736)  -0.665
C (0.336, -0.550, -0.356)  -0.149
C (-0.534, -0.483, -1.727)  0.397
O (-1.707, -0.299, -1.769)  -0.512
C (1.884, -0.323, -0.576)  -0.070
O (2.512, -1.652, -0.499)  -0.782
H (1.021, 2.167, 0.401)  0.186
H (-0.504, 2.132, -0.172)  0.184
H (-0.087, 2.171, 1.648)  0.204
H (-0.711, 0.051, 1.517)  0.385
H (0.118, -1.723, -0.031)  0.248
H (-0.174, -0.861, -2.723)  0.113
H (2.291, 0.280, 0.259)  0.208
H (2.133, 0.053, -1.582)  0.178
H (2.636, -2.285, -1.205)  0.490
O (-3.396, -0.080, 1.819)  -0.944
H (-3.337, -0.950, 1.471)  0.479
H (-2.512, 0.309, 2.151)  0.469

## Properties
- Kohn-Sham gap (Ha) = 0.337
- SMILES = CN[C@@H](C=O)CO.O

Short version: #R is the least stable of them.